(1)
The following is a DFT calculation (wB97M-V/def2-TZVPD) of C45H53F10LuN7O2PS2 as an isolated structure at a distorted geometry.

As for the HOMO energy: -0.066 hartree. The calculation puts the max |F| at 2.23 eV/A. The calculation puts the relative energy (zero: lowest compared OMol25 entry of this formula, charge and spin) at 0.443 eV. The value obtained for the HOMO-LUMO gap is 5.57 eV. The charge is -2. As for the molar mass: 1184.02 g/mol. The calculation puts the lowest unoccupied orbital energy at 3.76 eV.

Geometry as XYZ:
```
121
C45H53F10LuN7O2PS2 | the Open Molecules 2025 dataset | wB97M-V/def2-TZVPD
Lu 0.196 1.053 -0.044
C -0.029 -2.968 0.618
N -0.443 -2.419 -0.661
C -1.592 -3.221 -1.076
C -2.412 -2.806 -2.307
N -3.066 -1.536 -2.196
C -4.255 -1.385 -1.679
C -4.855 -0.082 -1.782
F -4.132 0.892 -2.394
C -6.110 0.236 -1.338
F -6.607 1.480 -1.523
C -6.905 -0.726 -0.714
F -8.157 -0.428 -0.264
C -6.372 -1.997 -0.550
F -7.112 -2.942 0.090
C -5.119 -2.323 -1.017
F -4.692 -3.603 -0.764
C 0.711 -2.413 -1.554
C 0.621 -1.559 -2.824
N 0.270 -0.181 -2.560
C -0.266 0.500 -3.547
C -0.448 0.154 -4.937
F 0.068 -1.004 -5.461
C -1.075 0.967 -5.857
F -1.174 0.554 -7.148
C -1.572 2.218 -5.514
F -2.182 3.013 -6.434
C -1.371 2.644 -4.205
F -1.761 3.881 -3.835
C -0.746 1.826 -3.301
F -0.529 2.355 -2.042
H 0.272 -4.034 0.544
H -0.856 -2.906 1.320
H 0.794 -2.392 1.027
H -2.294 -3.199 -0.236
H -1.283 -4.280 -1.222
H -3.119 -3.630 -2.490
H -1.781 -2.748 -3.196
H 0.969 -3.446 -1.871
H 1.553 -2.034 -0.968
H -0.090 -2.027 -3.508
H 1.616 -1.624 -3.299
O -0.209 -0.298 1.845
N -0.674 -0.021 3.026
C -1.522 -0.876 3.607
C -2.088 -0.634 4.835
C -1.784 0.564 5.482
C -0.877 1.419 4.909
C -0.262 1.118 3.681
S 0.972 2.042 3.001
H -1.742 -1.753 3.020
H -2.758 -1.363 5.262
H -2.264 0.812 6.418
H -0.602 2.350 5.380
S -2.872 4.781 1.777
C -1.415 5.314 1.050
C -0.665 4.294 0.558
C -1.203 2.975 0.736
C -2.411 3.087 1.379
C -3.353 2.061 1.727
C -4.608 2.339 2.300
C -5.482 1.308 2.550
C -5.102 0.009 2.232
C -3.847 -0.176 1.678
N -2.998 0.802 1.433
H -1.210 6.371 1.029
H 0.278 4.482 0.069
H -4.885 3.361 2.511
H -6.465 1.507 2.962
H -5.759 -0.827 2.410
H -3.512 -1.165 1.384
O -1.767 0.316 -0.888
H -2.081 -0.440 -1.467
H -2.542 0.886 -0.814
C 4.062 -1.869 1.725
C 3.002 -1.012 1.260
N 2.154 -0.372 0.833
H 4.573 -2.295 0.859
H 3.643 -2.670 2.335
H 4.765 -1.292 2.323
C 2.417 5.122 -1.471
C 3.493 4.489 -0.586
C 2.974 4.484 0.854
C 4.748 5.355 -0.660
P 3.527 2.611 -1.146
N 2.315 1.819 -0.708
C 5.237 1.908 -0.461
C 5.173 2.155 1.045
C 5.214 0.391 -0.665
C 6.552 2.457 -1.007
C 3.766 2.651 -3.103
C 2.352 2.807 -3.659
C 4.697 3.666 -3.762
C 4.210 1.242 -3.492
H 2.029 6.040 -1.023
H 1.593 4.423 -1.598
H 2.816 5.378 -2.450
H 2.421 5.400 1.076
H 3.780 4.406 1.580
H 2.302 3.635 1.008
H 4.458 6.393 -0.480
H 5.228 5.299 -1.632
H 5.476 5.085 0.102
H 4.173 1.920 1.409
H 5.405 3.188 1.279
H 5.898 1.530 1.576
H 4.178 0.060 -0.688
H 5.738 -0.111 0.152
H 5.706 0.093 -1.587
H 6.631 3.530 -0.867
H 6.654 2.234 -2.066
H 7.384 1.976 -0.482
H 2.048 3.846 -3.748
H 1.682 2.287 -2.977
H 2.264 2.349 -4.646
H 4.324 4.680 -3.639
H 4.737 3.455 -4.835
H 5.711 3.618 -3.369
H 3.605 0.522 -2.945
H 5.264 1.079 -3.283
H 4.058 1.078 -4.563
```

These are the Mulliken partial charges, in e, on atoms 1 to 99:
1. Lu 1.52
2. C -1.12
3. N 2.10
4. C -1.18
5. C -1.82
6. N -0.55
7. C 0.62
8. C 0.10
9. F -0.34
10. C 0.02
11. F -0.40
12. C 0.73
13. F -0.42
14. C 0.16
15. F -0.41
16. C 0.25
17. F -0.43
18. C -1.35
19. C -1.44
20. N 0.53
21. C -0.06
22. C 0.72
23. F -0.43
24. C 0.30
25. F -0.38
26. C 0.52
27. F -0.40
28. C -0.30
29. F -0.37
30. C -0.37
31. F 0.59
32. H 0.39
33. H 0.08
34. H 0.02
35. H 0.68
36. H 0.18
37. H 0.68
38. H 0.43
39. H 0.29
40. H 0.26
41. H 0.20
42. H 0.49
43. O 0.20
44. N 0.02
45. C -0.10
46. C -0.97
47. C -0.39
48. C -0.84
49. C 0.54
50. S -0.48
51. H 0.13
52. H 0.46
53. H 0.33
54. H 0.45
55. S -0.52
56. C -0.56
57. C -0.86
58. C -0.82
59. C 1.47
60. C 0.18
61. C -1.20
62. C -1.00
63. C -1.21
64. C -0.19
65. N 1.30
66. H 0.45
67. H 0.77
68. H 0.44
69. H 0.38
70. H 0.53
71. H 0.24
72. O 2.37
73. H -1.01
74. H -0.29
75. C -1.86
76. C 0.85
77. N -0.69
78. H 0.34
79. H 0.45
80. H 0.36
81. C -1.77
82. C 2.93
83. C -2.05
84. C -2.24
85. P -2.09
86. N 0.35
87. C 2.70
88. C -1.92
89. C -1.61
90. C -1.91
91. C 3.07
92. C -2.78
93. C -1.98
94. C -1.87
95. H 0.66
96. H -0.02
97. H 0.29
98. H 0.50
99. H 0.37

(2)
The following is a DFT calculation (wB97M-V/def2-TZVPD) of C5H8O as an isolated structure.

As for the HOMO energy: -0.313 hartree. The calculation puts the max |F| at 0.36 eV/A. The calculation puts the relative energy (zero: lowest compared OMol25 entry of this formula, charge and spin) at 4.794 eV. The value obtained for the HOMO-LUMO gap is 9.27 eV. As for the molar mass: 84.12 g/mol. The calculation puts the lowest unoccupied orbital energy at 0.74 eV.

Geometry as XYZ:
```
14
C5H8O | the Open Molecules 2025 dataset | wB97M-V/def2-TZVPD
O -0.843 1.919 -0.017
C -0.756 0.654 0.584
C -1.174 -0.632 -0.170
C 0.065 -1.384 0.407
C 1.342 -0.284 -0.478
C 0.593 -0.023 0.823
H -0.372 1.888 -0.859
H -1.304 0.744 1.526
H -1.213 -0.544 -1.261
H -2.110 -1.095 0.157
H 1.054 -1.380 -0.761
H 1.075 0.347 -1.327
H 2.415 -0.372 -0.316
H 1.226 0.162 1.691
```

Let us look at the Mulliken charges, expressed in e, one per atom:
1. O -0.54
2. C -0.46
3. C -0.31
4. C -0.61
5. C -0.78
6. C 0.15
7. H 0.34
8. H 0.37
9. H 0.24
10. H 0.31
11. H 0.23
12. H 0.29
13. H 0.35
14. H 0.44

(3)
The following is a DFT calculation (wB97M-V/def2-TZVPD) of a 2-piece molecular cluster, C5H11NO overall.

As for the HOMO energy (spin up / spin down): -0.264 / -0.258 hartree. The calculation puts the max |F| at 0.54 eV/A. The calculation puts the relative energy (zero: lowest compared OMol25 entry of this formula, charge and spin) at 3.277 eV. The value obtained for the HOMO-LUMO gap (spin up / spin down) is 7.41 / 7.27 eV. As for the molar mass: 101.15 g/mol. The calculation puts the lowest unoccupied orbital energy (spin up / spin down) at 0.24 / 0.24 eV.

Geometry as XYZ:
```
18
C5H11NO | the Open Molecules 2025 dataset | wB97M-V/def2-TZVPD
C -1.022 -1.385 -0.901
C -0.232 -0.160 -1.170
C -1.250 0.845 1.676
N 0.942 0.031 -0.581
C 1.587 -0.728 0.330
C 1.665 1.236 -0.948
O 1.294 1.995 -1.790
H -1.002 -1.659 0.164
H -2.067 -1.234 -1.188
H -0.644 -2.256 -1.459
H -0.524 0.593 -1.888
H -1.107 1.838 1.243
H -2.072 0.342 1.162
H -1.486 0.942 2.737
H 1.180 -1.683 0.619
H 2.473 -0.323 0.796
H -0.329 0.261 1.568
H 2.593 1.346 -0.370
```

Let us look at the Mulliken charges, expressed in e, one per atom:
1. C -1.27
2. C -0.02
3. C -0.85
4. N 0.14
5. C -0.61
6. C 0.07
7. O -0.43
8. H 0.33
9. H 0.32
10. H 0.33
11. H 0.40
12. H 0.23
13. H 0.19
14. H 0.34
15. H 0.33
16. H 0.14
17. H 0.12
18. H 0.25

(4)
The following is a DFT calculation (wB97M-V/def2-TZVPD) of C24H34BClF3NO3SSb as an isolated structure at a distorted geometry.

As for the HOMO energy: -0.173 hartree. The calculation puts the max |F| at 4.88 eV/A. The value obtained for the HOMO-LUMO gap is 7.04 eV. The charge is -1. As for the molar mass: 641.63 g/mol. The calculation puts the lowest unoccupied orbital energy at 2.32 eV.

Geometry as XYZ:
```
69
C24H34BClF3NO3SSb | the Open Molecules 2025 dataset | wB97M-V/def2-TZVPD
C 2.001 3.786 3.029
C 2.983 2.507 2.592
C 2.414 1.639 1.331
C 2.128 0.057 1.605
C 3.409 -0.740 2.329
Sb 0.239 -0.478 2.598
Cl -0.493 -1.720 0.610
C -0.829 1.355 1.985
S -2.694 0.979 2.031
O -3.207 1.453 3.419
O -3.416 1.696 0.859
B 0.857 0.382 4.582
N -0.120 1.338 5.308
O 2.156 0.109 5.248
H 2.699 4.645 3.477
H 1.245 3.516 3.879
H 1.481 4.190 2.057
H 3.231 1.905 3.561
H 4.006 3.026 2.260
H 1.534 2.245 0.854
H 3.282 1.666 0.508
H 2.076 -0.446 0.521
H 3.081 -1.824 2.627
H 4.203 -0.875 1.448
H 3.912 -0.125 3.184
H -1.230 -1.002 3.386
H 0.972 -1.995 3.149
H -0.575 1.530 0.831
H -0.536 2.327 2.567
H -2.824 -0.434 1.846
H -1.080 0.876 5.314
H -0.278 2.207 4.728
H 1.989 -0.773 5.734
F -1.860 5.433 0.215
C -3.029 5.713 0.806
C -3.758 4.687 1.398
C -4.973 4.978 2.018
C -5.451 6.291 2.030
C -4.714 7.313 1.429
C -3.494 7.023 0.818
H -3.376 3.672 1.371
H -5.548 4.185 2.490
H -6.401 6.517 2.510
H -5.089 8.333 1.436
H -2.903 7.806 0.354
F -1.333 -5.972 -1.612
C -1.565 -4.928 -2.419
C -2.050 -3.742 -1.880
C -2.287 -2.653 -2.720
C -2.046 -2.767 -4.091
C -1.564 -3.964 -4.623
C -1.317 -5.049 -3.782
H -2.239 -3.674 -0.814
H -2.659 -1.718 -2.307
H -2.235 -1.919 -4.746
H -1.381 -4.052 -5.691
H -0.934 -5.984 -4.177
F 1.421 -3.082 -4.890
C 2.353 -3.974 -5.254
C 2.922 -4.799 -4.291
C 3.889 -5.731 -4.669
C 4.283 -5.820 -6.007
C 3.709 -4.983 -6.965
C 2.735 -4.059 -6.588
H 2.610 -4.711 -3.255
H 4.334 -6.387 -3.925
H 5.040 -6.544 -6.301
H 4.021 -5.051 -8.005
H 2.272 -3.407 -7.321
```

Let us look at the Mulliken charges, expressed in e, one per atom:
1. C -0.82
2. C -0.25
3. C -0.59
4. C -0.44
5. C -0.99
6. Sb 1.13
7. Cl -0.45
8. C -0.87
9. S 0.91
10. O -0.62
11. O -0.73
12. B 0.15
13. N -0.77
14. O -0.60
15. H 0.33
16. H 0.08
17. H 0.21
18. H 0.17
19. H 0.31
20. H 0.21
21. H 0.35
22. H 0.31
23. H 0.28
24. H 0.33
25. H 0.18
26. H -0.15
27. H -0.23
28. H 0.35
29. H 0.17
30. H 0.17
31. H 0.33
32. H 0.26
33. H 0.26
34. F -0.30
35. C 0.10
36. C 0.01
37. C -0.48
38. C -0.43
39. C -0.43
40. C -0.38
41. H 0.43
42. H 0.40
43. H 0.35
44. H 0.34
45. H 0.40
46. F -0.32
47. C 0.26
48. C -0.45
49. C -0.32
50. C -0.49
51. C -0.36
52. C -0.42
53. H 0.47
54. H 0.41
55. H 0.36
56. H 0.40
57. H 0.44
58. F -0.28
59. C 0.26
60. C -0.30
61. C -0.38
62. C -0.43
63. C -0.36
64. C -0.42
65. H 0.47
66. H 0.35
67. H 0.35
68. H 0.35
69. H 0.40

(5)
The following is a DFT calculation (wB97M-V/def2-TZVPD) of an isolated molecule of CHNO3S2 at a distorted geometry.

The SMILES is O=[N+]([O-])OC(=S)S. As for the HOMO energy: -0.338 hartree. The calculation puts the max |F| at 3.17 eV/A. The calculation puts the relative energy (zero: lowest compared OMol25 entry of this formula, charge and spin) at 1.808 eV. The value obtained for the HOMO-LUMO gap is 7.89 eV. As for the molar mass: 139.16 g/mol. The calculation puts the lowest unoccupied orbital energy at -1.31 eV.

Geometry as XYZ:
```
8
CHNO3S2 | the Open Molecules 2025 dataset | wB97M-V/def2-TZVPD
O 3.046 -0.107 -0.377
N 3.187 -1.041 0.316
O 3.901 -1.955 0.395
O 1.924 -1.041 1.289
C 0.844 -0.302 0.985
S 0.493 0.918 1.989
S 0.026 -0.708 -0.453
H -0.620 0.609 -0.435
```

Let us look at the Mulliken charges, expressed in e, one per atom:
1. O -0.41
2. N 1.11
3. O -0.48
4. O -0.37
5. C 0.36
6. S -0.24
7. S -0.17
8. H 0.20

- The highest max |F| belongs to which entry?
  C24H34BClF3NO3SSb

- max |F| of number 5 (CHNO3S2)?
  3.17 eV/A

- max |F| of number 5 (CHNO3S2)?
  3.17 eV/A

- What is the formula in the first record?
  C45H53F10LuN7O2PS2